# 1
The following is a quantum chemistry calculation of 14 unconnected molecules or ions with the total composition C41H120Br3F3N10O13S, from OMol25.

ORCA input file:
```
! wB97M-V def2-TZVPD RIJCOSX def2/J DEFGRID3
* xyz 6 1
C -4.849 2.190 -1.042
C -6.169 1.322 -0.775
C -6.333 0.239 -1.845
O -5.162 -0.638 -1.966
C -5.300 -1.488 -3.020
N -6.058 0.721 0.631
H -6.910 0.207 0.801
H -5.313 0.044 0.716
H -5.872 1.507 1.238
H -4.649 2.528 -2.059
H -3.902 1.664 -0.924
H -4.795 3.105 -0.452
H -6.998 2.026 -0.710
H -6.578 0.753 -2.775
H -7.101 -0.472 -1.538
H -5.229 -1.087 -4.031
H -6.200 -2.102 -3.037
H -4.536 -2.264 -2.974
C 0.977 -4.175 -0.622
C 2.511 -4.215 -0.392
C 2.915 -4.525 1.089
O 4.306 -4.937 1.287
C 4.857 -4.729 2.593
N 3.122 -5.339 -1.263
H 2.705 -6.236 -1.057
H 3.081 -5.238 -2.267
H 4.105 -5.328 -1.029
H 0.598 -5.195 -0.552
H 0.629 -3.863 -1.607
H 0.370 -3.633 0.103
H 3.073 -3.351 -0.746
H 2.328 -5.368 1.453
H 2.634 -3.731 1.780
H 4.244 -5.381 3.216
H 4.744 -3.664 2.796
H 5.910 -5.014 2.602
C 0.086 -7.931 -6.019
C -0.601 -6.989 -5.098
C -1.698 -6.145 -5.751
O -2.525 -5.586 -4.726
C -2.179 -4.369 -4.200
N -1.147 -7.811 -3.880
H -1.699 -8.584 -4.224
H -0.400 -8.122 -3.276
H -1.867 -7.305 -3.384
H 0.598 -7.330 -6.771
H -0.652 -8.644 -6.389
H 0.888 -8.403 -5.452
H 0.114 -6.356 -4.571
H -2.250 -6.832 -6.392
H -1.133 -5.390 -6.298
H -2.086 -3.613 -4.979
H -1.164 -4.338 -3.802
H -2.874 -4.123 -3.397
C 0.466 1.105 2.174
C 0.440 0.241 0.908
C -0.882 -0.519 0.588
O -0.702 -1.238 -0.628
C -1.896 -1.846 -1.166
N 0.899 1.171 -0.268
H 0.180 1.874 -0.365
H 1.663 1.762 0.028
H 1.360 0.755 -1.065
H -0.330 1.849 2.138
H 1.398 1.581 2.478
H 0.146 0.477 3.006
H 1.294 -0.433 0.846
H -1.701 0.192 0.486
H -1.048 -1.265 1.365
H -2.598 -1.126 -1.586
H -2.492 -2.505 -0.535
H -1.622 -2.442 -2.037
C -2.519 6.646 0.059
C -1.045 6.905 0.541
C -0.934 6.154 1.884
O 0.376 6.191 2.311
C 0.704 4.975 2.909
N -0.008 6.314 -0.475
H 0.891 6.178 -0.035
H -0.366 5.424 -0.790
H 0.109 6.956 -1.246
H -2.828 5.601 0.083
H -2.532 7.047 -0.954
H -3.284 7.156 0.646
H -0.806 7.955 0.709
H -1.288 5.132 1.748
H -1.671 6.429 2.639
H 1.742 5.083 3.225
H 0.595 4.110 2.254
H 0.199 4.765 3.851
C 2.050 3.314 -3.977
C 3.158 4.340 -3.796
C 4.534 3.804 -4.233
O 5.444 4.870 -4.359
C 6.106 5.308 -3.213
N 2.868 5.690 -4.573
H 2.232 5.694 -5.357
H 2.408 6.303 -3.916
H 3.741 6.097 -4.877
H 2.099 2.559 -3.193
H 2.006 2.848 -4.962
H 1.042 3.699 -3.818
H 3.271 4.854 -2.841
H 4.478 3.251 -5.170
H 4.760 3.109 -3.424
H 6.667 4.538 -2.684
H 5.413 5.792 -2.524
H 6.762 6.115 -3.541
C 1.284 5.380 7.704
C 0.453 4.051 7.999
C -0.360 3.710 6.829
O -0.787 2.373 6.719
C -1.471 2.086 5.552
N 1.473 2.893 8.243
H 1.029 2.048 8.573
H 2.023 2.698 7.418
H 2.050 3.110 9.043
H 0.589 6.213 7.595
H 1.850 5.297 6.777
H 1.975 5.604 8.516
H -0.037 3.992 8.971
H 0.154 3.921 5.891
H -1.225 4.371 6.881
H -0.875 2.317 4.669
H -2.379 2.675 5.426
H -1.685 1.023 5.437
C 0.730 -0.734 6.038
C -0.275 -1.721 5.550
C -0.052 -2.463 4.153
O -1.070 -3.402 3.869
C -0.933 -4.273 2.806
N -0.486 -2.888 6.526
H 0.426 -3.301 6.662
H -0.817 -2.645 7.449
H -1.114 -3.584 6.149
H 1.090 -0.053 5.266
H 1.622 -1.257 6.383
H 0.346 -0.134 6.864
H -1.272 -1.287 5.473
H 0.800 -3.132 4.277
H 0.018 -1.682 3.396
H -0.656 -3.708 1.916
H -1.770 -4.888 2.474
H -0.152 -4.973 3.105
C 5.902 0.594 0.014
C 4.701 0.589 1.042
C 4.336 -0.786 1.644
O 3.602 -0.490 2.851
C 3.763 -1.344 4.059
N 5.140 1.604 2.147
H 5.521 2.458 1.765
H 4.294 1.685 2.692
H 5.909 1.107 2.572
H 6.850 0.457 0.533
H 5.817 1.499 -0.587
H 5.827 -0.290 -0.620
H 3.828 1.069 0.599
H 5.266 -1.251 1.973
H 3.773 -1.496 1.038
H 2.909 -2.021 4.088
H 3.889 -0.786 4.987
H 4.627 -1.999 3.946
C -3.584 1.674 -6.912
C -3.403 1.861 -5.386
C -2.559 0.768 -4.771
O -1.216 0.794 -5.134
C -0.470 -0.281 -4.638
N -2.712 3.236 -5.247
H -3.282 4.013 -5.547
H -2.433 3.408 -4.291
H -1.821 3.216 -5.723
H -4.197 0.788 -7.081
H -2.670 1.669 -7.506
H -4.280 2.412 -7.310
H -4.425 1.979 -5.027
H -3.058 -0.172 -5.006
H -2.571 0.981 -3.702
H 0.568 -0.020 -4.844
H -0.729 -1.251 -5.063
H -0.556 -0.297 -3.552
C -2.754 -6.151 -0.208
F -2.710 -7.063 -1.162
F -2.356 -6.700 0.932
F -1.942 -5.109 -0.410
S -4.566 -5.633 -0.024
O -5.085 -5.452 -1.377
O -5.099 -6.734 0.707
O -4.526 -4.337 0.735
Br -1.525 3.481 -1.789
Br 2.915 4.042 0.118
Br 3.085 -0.659 -2.400
*
```

For the molar mass, the calculation gives 1290.24 g/mol. For the HOMO energy, the calculation gives -17.32 eV. The gap between HOMO and LUMO is 5.95 eV. The LUMO energy comes out at -11.372 eV.



# 2
The following is a quantum chemistry calculation of 2 unconnected molecules or ions with the total composition C41H22BF15O2, from OMol25.

ORCA input file:
```
! wB97M-V def2-TZVPD RIJCOSX def2/J DEFGRID3
* xyz 0 1
C 1.720 16.513 0.984
O 2.713 15.953 1.869
C 2.537 14.683 2.323
C 3.619 14.126 3.047
C 3.554 12.820 3.482
C 2.379 12.051 3.295
C 2.275 10.692 3.803
C 3.433 9.890 3.929
C 3.648 8.872 4.861
C 4.848 8.910 5.669
C 5.096 8.004 6.733
C 6.205 8.137 7.560
C 7.104 9.205 7.392
C 6.874 10.122 6.356
C 5.785 9.970 5.504
C 0.995 10.173 4.232
C -0.021 10.999 4.788
C -1.145 10.460 5.390
C -1.185 9.062 5.586
O -2.064 8.507 6.485
C -1.584 8.080 7.795
C -0.253 8.241 4.919
C 0.761 8.791 4.181
C 1.294 12.642 2.613
C 1.355 13.927 2.113
H 2.113 17.494 0.717
H 1.592 15.896 0.084
H 0.757 16.621 1.495
H 4.496 14.752 3.200
H 4.398 12.387 4.014
H 4.282 10.198 3.306
H 2.902 8.125 5.113
H 4.406 7.179 6.897
H 6.378 7.415 8.362
H 7.966 9.332 8.053
H 7.548 10.967 6.198
H 5.630 10.681 4.694
H 0.092 12.082 4.764
H -1.962 11.083 5.765
H -2.437 7.550 8.223
H -0.717 7.394 7.734
H -1.333 8.968 8.400
H -0.313 7.166 5.021
H 1.406 8.124 3.613
H 0.382 12.064 2.458
H 0.508 14.331 1.552
F -3.623 3.890 6.733
C -2.459 4.184 6.121
C -1.278 3.578 6.525
F -1.297 2.691 7.538
C -0.074 3.883 5.888
F 1.010 3.251 6.411
C 0.009 4.728 4.773
B 1.387 5.154 4.047
C 2.587 4.110 4.353
C 3.756 4.462 5.015
F 4.009 5.777 5.305
C 4.719 3.532 5.417
F 5.852 3.947 6.026
C 4.507 2.179 5.154
F 5.372 1.249 5.604
C 3.390 1.790 4.419
F 3.169 0.487 4.152
C 2.484 2.766 3.995
F 1.457 2.354 3.213
C 1.271 5.255 2.450
C 2.217 6.007 1.750
F 3.265 6.579 2.422
C 2.193 6.170 0.364
F 3.066 7.004 -0.237
C 1.250 5.481 -0.392
F 1.207 5.615 -1.731
C 0.330 4.660 0.255
F -0.552 3.937 -0.459
C 0.342 4.580 1.652
F -0.611 3.770 2.176
H 1.759 6.267 4.521
C -1.223 5.267 4.371
F -1.315 6.056 3.253
C -2.433 5.058 5.039
F -3.556 5.678 4.628
*
```

For the molar mass, the calculation gives 842.41 g/mol. For the HOMO energy, the calculation gives -8.41 eV. The gap between HOMO and LUMO is 5.43 eV. The LUMO energy comes out at -2.978 eV.



# 3
The following is a quantum chemistry calculation of a molecular structure, C41H24Br2InN9O6S2, from OMol25.

ORCA input file:
```
! wB97M-V def2-TZVPD RIJCOSX def2/J DEFGRID3
* xyz -2 1
In 0.214 0.184 -0.470
C -0.960 3.982 -2.390
C -2.343 3.943 -2.436
C -3.025 2.897 -1.848
C -2.335 1.860 -1.213
C -0.951 1.948 -1.116
C -0.273 2.989 -1.712
C -3.062 0.720 -0.640
C -4.418 0.471 -0.984
C -5.120 -0.478 -0.305
C -4.471 -1.247 0.681
C -5.116 -2.253 1.422
C -4.409 -3.024 2.304
C -3.041 -2.794 2.503
C -2.396 -1.805 1.815
C -3.085 -1.011 0.878
N -2.430 -0.031 0.233
H -0.419 4.766 -2.901
H -2.894 4.723 -2.944
H -4.105 2.889 -1.886
H 0.808 3.011 -1.678
H -4.885 1.005 -1.795
H -6.167 -0.658 -0.512
H -6.175 -2.416 1.273
H -4.901 -3.817 2.846
H -2.498 -3.409 3.206
H -1.348 -1.613 1.964
Br 4.075 0.010 -4.039
C 4.082 1.141 -2.513
C 5.150 1.998 -2.323
C 5.185 2.808 -1.215
Br 6.688 3.968 -0.989
C 4.150 2.796 -0.268
C 4.118 3.588 0.896
C 3.033 3.520 1.725
C 1.976 2.665 1.389
N 1.991 1.905 0.327
C 3.040 1.931 -0.495
C 2.983 1.040 -1.636
O 2.033 0.239 -1.835
H 5.957 2.021 -3.041
H 4.951 4.243 1.117
H 2.975 4.123 2.618
H 1.094 2.612 2.006
O 1.985 -0.820 1.030
N 1.777 -1.996 1.503
C 2.475 -2.386 2.584
C 2.348 -3.637 3.138
C 1.427 -4.526 2.585
C 0.685 -4.112 1.506
C 0.865 -2.845 0.930
S 0.004 -2.378 -0.455
H 3.155 -1.638 2.969
H 2.954 -3.907 3.990
H 1.298 -5.516 2.993
H -0.070 -4.737 1.058
O -4.322 5.911 5.239
S -3.773 5.886 6.585
O -2.592 6.726 6.777
O -4.769 5.986 7.639
C -2.975 4.251 6.797
N -2.740 3.883 8.049
C -1.960 2.835 8.231
C -1.399 2.127 7.178
C -1.752 2.551 5.896
N -2.530 3.621 5.729
C -1.299 1.876 4.668
C -0.565 0.690 4.669
C -0.163 0.146 3.461
N -0.448 0.682 2.286
C -1.156 1.801 2.277
C -1.597 2.436 3.425
H -1.782 2.545 9.260
H -0.735 1.295 7.358
H -0.313 0.183 5.588
H 0.417 -0.769 3.450
H -1.364 2.206 1.295
H -2.165 3.351 3.390
O -0.891 -0.376 -2.510
N -0.501 -1.225 -3.390
C -1.386 -2.075 -3.875
C -2.734 -2.164 -3.469
N -3.830 -2.203 -3.114
C -0.988 -2.971 -4.879
N -0.727 -3.712 -5.722
*
```

For the molar mass, the calculation gives 1077.46 g/mol. For the HOMO energy, the calculation gives -3.58 eV. The gap between HOMO and LUMO is 6.97 eV. The LUMO energy comes out at 3.396 eV.



# 4
The following is a quantum chemistry calculation of a molecular structure, C41H26F3FeI2N3O4Sb, from OMol25.

ORCA input file:
```
! wB97M-V def2-TZVPD RIJCOSX def2/J DEFGRID3
* xyz 0 6
Fe 0.381 0.008 -1.522
O -0.249 -0.438 -6.041
C -1.529 -0.827 -5.833
C -2.408 -0.737 -6.910
C -3.723 -1.138 -6.776
C -4.189 -1.631 -5.559
C -3.327 -1.705 -4.485
C -1.993 -1.308 -4.600
C -1.103 -1.345 -3.425
O 0.027 -0.675 -3.461
N -1.447 -2.048 -2.396
N -0.456 -1.947 -1.450
C -0.052 -2.997 -0.853
C 1.177 -3.063 -0.126
C 1.485 -4.212 0.619
C 2.707 -4.368 1.221
C 3.689 -3.386 1.033
C 3.420 -2.272 0.272
C 2.152 -2.064 -0.301
O 1.928 -0.936 -0.937
H 0.213 -0.495 -5.184
H -2.029 -0.331 -7.840
H -4.386 -1.082 -7.630
H -5.220 -1.941 -5.457
H -3.668 -2.074 -3.526
H -0.609 -3.923 -0.994
H 0.735 -4.990 0.714
H 2.918 -5.243 1.821
H 4.668 -3.503 1.480
H 4.172 -1.515 0.085
I -2.406 2.342 2.506
C -2.753 2.192 0.456
C -4.002 2.677 0.011
C -4.308 2.733 -1.314
I -6.209 3.398 -1.885
C -3.328 2.385 -2.273
C -3.470 2.510 -3.670
C -2.420 2.211 -4.490
C -1.221 1.767 -3.919
N -1.077 1.581 -2.624
C -2.097 1.884 -1.799
C -1.801 1.695 -0.417
O -0.670 1.100 -0.100
H -4.726 3.001 0.745
H -4.404 2.871 -4.080
H -2.496 2.319 -5.564
H -0.362 1.561 -4.539
F 5.701 -1.882 6.110
C 4.780 -1.396 5.251
C 5.202 -0.625 4.187
C 4.248 -0.124 3.312
C 2.889 -0.389 3.490
C 2.509 -1.203 4.555
C 3.451 -1.695 5.455
Sb 1.514 0.280 1.954
C -0.279 -0.223 3.025
C -1.235 -0.915 2.286
C -2.396 -1.385 2.885
C -2.566 -1.176 4.238
F -3.672 -1.660 4.837
C -1.643 -0.491 5.002
C -0.496 -0.008 4.385
C 2.038 2.371 1.952
C 3.155 2.671 1.175
C 3.517 3.989 0.922
C 2.718 4.995 1.425
F 3.035 6.275 1.147
C 1.599 4.735 2.187
C 1.263 3.414 2.455
H 6.259 -0.431 4.051
H 4.576 0.491 2.480
H 1.470 -1.463 4.704
H 3.162 -2.309 6.299
H -1.087 -1.068 1.224
H -3.159 -1.906 2.320
H -1.827 -0.339 6.058
H 0.220 0.559 4.968
H 3.753 1.872 0.746
H 4.385 4.237 0.326
H 0.994 5.556 2.552
H 0.389 3.200 3.055
*
```

For the molar mass, the calculation gives 1113.08 g/mol. For the HOMO energy (alpha / beta), the calculation gives -8.06 / -8.03 eV. The gap between HOMO and LUMO (alpha / beta) is 7.67 / 6.03 eV. The LUMO energy (alpha / beta) comes out at -0.387 / -2.006 eV.



Going through the records in order, we get energy relative to the best compared isomer or geometry (same formula, charge and spin) values of 79.6; 0.0; 17.5; 51.2 kcal per mole.